(1)
ORCA calculation (ωB97M-V/def2-TZVPD) on a 2-piece molecular cluster, C3H10N4 overall in a non-equilibrium geometry.

Last column: Mulliken charge in e.
Positions of all 17 atoms, in Å:
C1 0.727159 0.034056 -1.625973  -1.431
C2 0.305277 -0.210378 -0.181406  0.743
C3 1.494934 -0.525934 0.712935  -1.431
N1 -0.426243 0.937556 0.282026  -0.402
N2 -0.703615 0.891784 1.667798  -0.527
H1 1.361315 0.917455 -1.679125  0.364
H2 1.270668 -0.821289 -2.010243  0.394
H3 -0.141335 0.193819 -2.259794  0.312
H4 -0.418227 -1.112027 -0.180417  0.127
H5 1.172721 -0.696976 1.734788  0.420
H6 2.012761 -1.406926 0.346612  0.398
H7 2.185591 0.317408 0.704115  0.326
H8 -1.332014 0.985652 -0.279043  0.378
H9 -1.379260 0.163598 1.913397  0.198
H10 -1.071406 1.793428 1.950430  0.241
N3 -2.348049 -1.259745 -0.543273  -0.052
N4 -2.710277 -0.201480 -0.552827  -0.058

Cartesian forces (eV/Å) of the 3 atoms listed first:
-0.1 0.0 0.3
-0.5 -1.3 0.0
-0.2 0.2 -0.1

Its energy above the lowest of the compared OMol25 structures with the same formula, charge and spin is 48.6 kJ/mol. As for the HOMO energy: -8.80 eV. As for the SMILES: CC(C)NN.N#N. As for the frontier orbital gap: 10.02 eV.

(2)
ORCA calculation (ωB97M-V/def2-TZVPD) on a 5-piece molecular cluster, C31H65F4N6O8 overall in a non-equilibrium geometry.

Last column: Mulliken charge in e.
Positions of all 114 atoms, in Å:
C1 3.982547 2.229597 -1.994070  -1.216
C2 3.712500 1.266624 -0.779578  0.161
O1 4.854969 1.115800 0.097855  -0.584
C3 2.425663 1.680580 0.082656  0.581
C4 1.582234 0.390271 0.324491  -0.670
C5 0.115739 0.255995 0.329129  0.652
C6 -0.975596 1.344945 0.094842  -0.003
C7 -2.350208 0.755131 -0.482230  -0.375
C8 -3.196539 1.810350 -1.241591  -0.195
F1 -4.130794 2.632430 -0.641519  -0.286
C9 -3.042325 1.922538 -2.590590  0.345
F2 -3.538103 2.917906 -3.357966  -0.155
F3 -2.360644 0.921797 -3.257327  -0.216
N1 -0.116699 -1.133951 0.570582  0.654
O2 -1.265196 -1.844857 0.670033  -0.316
C10 1.068030 -1.807716 0.699725  -0.690
C11 1.403048 -3.311689 0.936097  -0.814
C12 2.007954 -3.893916 -0.411555  -0.368
C13 1.199062 -5.100903 -1.041393  -0.686
C14 -0.368207 -4.976471 -0.934822  -0.083
O3 -0.800553 -6.061653 -0.048413  -0.342
C15 -2.089993 -5.820495 0.430751  0.134
O4 -2.244647 -5.828835 1.626391  -0.449
N2 2.105379 -0.904308 0.578219  0.477
F4 3.361915 -1.338191 0.706543  -0.200
H1 3.080333 2.394263 -2.642963  0.284
H2 4.449357 3.184694 -1.637382  0.175
H3 4.751941 1.726218 -2.658652  0.431
H4 3.543134 0.230093 -1.214459  0.328
H5 5.357840 0.342038 -0.218986  0.358
H6 2.769332 2.029183 1.101977  0.451
H7 1.882835 2.489691 -0.469272  -0.730
H8 -0.570663 2.192393 -0.530308  -0.021
H9 -1.204387 1.797694 1.108545  0.313
H10 -2.070673 -0.139407 -1.104539  0.421
H11 -2.928130 0.366372 0.407792  0.343
H12 -1.546409 -1.751317 1.613593  0.311
H13 2.212811 -3.342301 1.727709  0.350
H14 0.519545 -3.870316 1.338719  0.568
H15 3.063869 -4.261571 -0.245389  0.230
H16 2.104770 -3.080724 -1.191707  0.381
H17 1.442523 -5.118898 -2.148022  0.353
H18 1.553619 -6.067832 -0.597918  0.234
H19 -0.869250 -5.092789 -1.942749  0.403
H20 -0.738045 -4.005824 -0.505616  -0.023
H21 -2.955214 -5.661984 -0.285141  0.365
C16 -1.316393 0.600810 4.478081  -1.119
C17 -2.269065 -0.491544 4.957266  0.182
C18 -2.142183 -0.810632 6.457655  -0.723
O5 -1.001241 -1.583666 6.798760  -0.381
C19 0.203292 -0.843791 6.908127  -0.568
N3 -2.070432 -1.692493 4.133463  -0.494
H22 -0.294188 0.239927 4.351800  0.231
H23 -1.639297 0.983306 3.505381  0.094
H24 -1.298024 1.440780 5.176088  0.394
H25 -3.286947 -0.126660 4.788352  0.375
H26 -3.004151 -1.420126 6.745163  0.372
H27 -2.188764 0.099159 7.067572  0.414
H28 0.036425 0.158904 7.310810  0.296
H29 0.704902 -0.788838 5.939066  0.158
H30 0.868587 -1.379642 7.586390  0.265
H31 -2.776128 -2.382050 4.383095  0.263
H32 -1.195852 -2.123698 4.433318  0.289
C20 5.732726 -5.724294 3.193397  -1.494
C21 4.643408 -6.538628 2.501124  0.138
C22 5.133278 -7.891868 1.954349  -0.663
O6 5.896554 -7.801505 0.759958  -0.390
C23 7.256158 -7.446894 0.952869  -0.637
N4 4.035316 -5.719241 1.443328  -0.378
H33 6.404294 -5.235930 2.486238  0.297
H34 5.284999 -4.934062 3.800461  0.362
H35 6.332447 -6.353195 3.855552  0.368
H36 3.875352 -6.751494 3.251516  0.419
H37 4.252627 -8.487128 1.693253  0.345
H38 5.676854 -8.461112 2.717661  0.442
H39 7.664569 -7.865972 1.876293  0.300
H40 7.370785 -6.360936 0.941807  0.219
H41 7.830634 -7.841224 0.113434  0.263
H42 3.241495 -6.224729 1.054542  0.099
H43 4.700378 -5.682468 0.670627  0.328
C24 0.975556 7.823087 -1.294998  -1.444
C25 0.594770 6.390673 -1.657239  0.213
C26 1.158521 5.336565 -0.685326  -0.025
O7 2.544847 5.063634 -0.848027  -0.168
C27 3.407080 6.012101 -0.237606  -0.905
N5 1.005311 6.125217 -3.041043  -0.719
H44 2.002119 8.066214 -1.570833  0.302
H45 0.331728 8.528643 -1.823183  0.364
H46 0.857796 8.002640 -0.222985  0.345
H47 -0.497263 6.325226 -1.607620  0.426
H48 0.648060 4.387129 -0.887916  -0.402
H49 0.936497 5.591798 0.358618  0.527
H50 2.993467 6.405581 0.694605  0.364
H51 3.628298 6.824460 -0.931426  0.296
H52 4.351767 5.514148 -0.011490  0.284
H53 0.657926 5.208995 -3.316599  0.260
H54 2.017997 6.009435 -3.041328  0.331
C28 -5.834409 4.282623 -4.872227  -1.432
C29 -7.192179 4.363788 -4.180172  0.485
C30 -8.146277 3.212555 -4.551921  -0.756
O8 -8.737188 3.328469 -5.837909  -0.399
C31 -7.906458 2.915310 -6.908681  -0.626
N6 -7.790699 5.673647 -4.461028  -0.724
H55 -5.874162 4.604837 -5.913263  0.264
H56 -5.114996 4.932131 -4.368837  0.362
H57 -5.440042 3.264263 -4.844758  0.295
H58 -7.008905 4.296983 -3.102325  0.387
H59 -8.981816 3.227837 -3.845155  0.366
H60 -7.660911 2.234584 -4.437654  0.412
H61 -7.267782 2.071142 -6.633267  0.278
H62 -7.302324 3.751965 -7.265316  0.223
H63 -8.548650 2.605009 -7.734505  0.272
H64 -8.644353 5.767168 -3.915291  0.274
H65 -8.121422 5.655979 -5.424831  0.324

Cartesian forces (eV/Å) of the 3 atoms listed first:
0.9 -0.6 0.1
-0.3 -0.5 -0.6
-0.5 -0.1 -0.7

As for the HOMO energy: -10.43 eV. As for the frontier orbital gap: 7.99 eV. The net charge is +1.

(3)
ORCA calculation (ωB97M-V/def2-TZVPD) on a 2-piece molecular cluster, C3H4OS overall in a non-equilibrium geometry.

Last column: Mulliken charge in e.
Positions of all 9 atoms, in Å:
C1 -0.915690 1.264266 0.318888  -0.317
C2 -0.359899 0.117518 0.110560  -0.078
C3 1.660506 -0.685493 -0.254188  -0.686
O1 -2.755212 -0.834979 0.683781  -0.537
S1 -2.107305 -0.091116 -0.430893  0.341
H1 -1.001983 2.298187 0.492919  0.396
H2 2.273206 -0.284775 0.565249  0.280
H3 1.692932 -0.078390 -1.104222  0.307
H4 1.513445 -1.705217 -0.382090  0.295

Cartesian forces (eV/Å) of the 3 atoms listed first:
-0.8 -2.1 -1.2
2.7 -0.6 -1.2
-3.0 3.0 2.1

Its energy above the lowest of the compared OMol25 structures with the same formula, charge and spin is 511.4 kJ/mol. As for the HOMO energy: -8.50 eV. As for the frontier orbital gap: 8.08 eV.